1.
Entry from the OMol25 dataset: 14 unconnected molecules or ions with the total composition C24H76O14 in a non-equilibrium geometry (ωB97M-V/def2-TZVPD).

Last column: Löwdin charge in e.
Positions of all 114 atoms, in Å:
O 3.1650 -0.1052 -0.3013  -0.06
H 3.9903 -0.4500 -0.6421  0.05
H 2.4937 -0.6756 -0.6757  -0.01
O -4.3078 1.4805 -0.3058  -0.06
H -3.7241 2.1530 -0.6569  -0.02
H -3.7872 1.0368 0.3638  -0.01
O -0.1875 -3.0734 -2.8748  -0.23
H 0.0761 -3.2346 -3.7807  -0.03
H -1.1034 -2.8021 -2.9360  0.00
O 1.8068 -2.2126 -1.4427  -0.14
H 1.0749 -2.5888 -1.9316  -0.05
H 2.5808 -2.4361 -1.9596  0.04
O -2.8660 3.7461 -1.5639  -0.03
H -2.1271 4.1996 -1.1581  0.04
H -2.9865 4.1880 -2.4044  0.05
O 0.7173 3.2666 -0.6109  -0.04
H 1.3145 2.7955 -0.0298  0.02
H 1.2720 3.9057 -1.0582  0.06
C -3.0668 3.9073 4.1669  -0.05
C -2.0502 3.2835 3.2208  -0.57
C -0.7018 2.8877 3.8572  -0.03
O -2.6227 2.2064 2.6703  -0.02
H -2.7238 4.8205 4.6534  0.07
H -3.1575 3.1849 4.9780  0.07
H -4.0642 4.0411 3.7481  0.08
H -1.7820 4.0424 2.4858  0.13
H -0.0184 2.6461 3.0431  0.06
H -0.8465 2.0077 4.4839  0.08
H -0.2044 3.7160 4.3618  0.07
H -1.9929 1.9383 1.9972  0.05
C 2.8298 3.8183 2.6877  -0.06
C 3.4347 2.6101 2.1104  -0.49
C 4.1579 1.6799 3.0997  -0.03
O 2.3746 1.9155 1.4484  -0.09
H 3.5925 4.4285 3.1716  0.09
H 2.0339 3.5826 3.3941  0.07
H 2.3769 4.4441 1.9187  0.08
H 4.0487 2.9221 1.2656  0.14
H 5.1633 2.0981 3.1484  0.07
H 4.2685 0.6652 2.7172  0.06
H 3.7169 1.6507 4.0960  0.08
H 2.8072 1.3251 0.8272  0.03
C -1.8858 0.2156 -4.9568  -0.09
C -1.7181 1.3448 -5.9320  -0.46
C -1.1840 0.9616 -7.3668  -0.05
O -2.9023 2.1903 -5.9448  -0.07
H -2.1294 0.5248 -3.9404  0.06
H -0.9552 -0.3085 -4.7394  0.06
H -2.5803 -0.5161 -5.3695  0.07
H -1.0040 2.0365 -5.4850  0.11
H -1.2655 1.6939 -8.1700  0.07
H -1.6636 0.0387 -7.6930  0.07
H -0.1098 0.8137 -7.2564  0.05
H -3.6301 1.6189 -5.6890  0.07
C -1.4790 -0.7733 0.2359  -0.05
C -0.5000 0.3015 -0.1520  -0.40
C -0.1770 0.3227 -1.6490  -0.04
O -1.0964 1.6110 0.1915  -0.10
H -2.4478 -0.5516 -0.2119  0.07
H -1.7380 -0.8794 1.2893  0.06
H -1.1259 -1.7102 -0.1948  0.06
H 0.3506 0.2479 0.5275  0.12
H 0.0542 -0.6515 -2.0799  0.05
H 0.6489 1.0151 -1.8115  0.05
H -0.9710 0.7955 -2.2271  0.07
H -0.6331 2.3433 -0.2216  0.01
C -0.6598 -6.0126 -1.5996  -0.09
C -0.1878 -5.3343 -0.2640  -0.42
C -0.2778 -6.3889 0.8717  -0.05
O 1.1734 -4.8510 -0.4532  -0.10
H -1.6314 -6.5065 -1.5858  0.07
H 0.0906 -6.7285 -1.9349  0.08
H -0.8202 -5.2619 -2.3734  0.03
H -0.6683 -4.3637 -0.1407  0.11
H -0.2388 -7.3904 0.4434  0.07
H -1.2068 -6.2518 1.4250  0.07
H 0.4978 -6.2852 1.6306  0.06
H 1.0000 -4.1250 -1.0570  0.02
C 0.5187 -3.1490 3.0126  -0.04
C 1.5498 -2.5403 2.0441  -0.43
C 2.4728 -1.5129 2.6907  -0.07
O 2.5089 -3.6106 2.0007  -0.09
H 0.8752 -3.1094 4.0419  0.09
H 0.2678 -4.1706 2.7272  0.06
H -0.4026 -2.5828 2.8756  0.04
H 1.0948 -2.2802 1.0883  0.11
H 3.2476 -1.1559 2.0123  0.05
H 3.0894 -1.9675 3.4662  0.09
H 1.9166 -0.6438 3.0420  0.08
H 2.1181 -4.1081 1.2786  0.04
C -1.9267 -1.0605 4.6456  -0.03
C -3.3798 -1.3523 4.1499  -0.51
C -3.7594 -2.7711 4.1011  -0.07
O -4.3240 -0.7136 4.9617  -0.04
H -1.3369 -0.5805 3.8647  0.05
H -1.5416 -2.0802 4.6483  0.04
H -1.6646 -0.6496 5.6206  0.08
H -3.4858 -1.0067 3.1216  0.12
H -3.8902 -3.1552 5.1128  0.08
H -2.9805 -3.4722 3.8014  0.08
H -4.7449 -2.8452 3.6412  0.09
H -4.4918 0.1237 4.5231  0.09
C 4.1787 2.4391 -3.1334  -0.05
C 3.2766 2.5436 -4.4304  -0.43
C 2.0430 1.5976 -4.4502  -0.06
O 2.7732 3.8524 -4.6858  -0.07
H 4.9416 3.2175 -3.1414  0.06
H 4.5924 1.4506 -2.9338  0.07
H 3.7559 2.8291 -2.2075  0.05
H 3.9434 2.3278 -5.2652  0.12
H 1.2255 1.9590 -3.8264  0.06
H 2.1944 0.5974 -4.0441  0.07
H 1.6190 1.4245 -5.4393  0.06
H 1.8215 3.9545 -4.6131  0.07

Calculated values
molecular weight = 588.858 g/mol
⟨S²⟩ = 0.750
net charge = -1
spin multiplicity = 2
energy relative to the best compared isomer or geometry (same formula, charge and spin) = 0.0 kJ/mol
LUMO energy (alpha / beta) = 1.9 / 1.8 eV

=====

2.
Entry from the OMol25 dataset: 14 unconnected molecules or ions with the total composition C24H76O14 in a non-equilibrium geometry (ωB97M-V/def2-TZVPD).

Last column: Löwdin charge in e.
Positions of all 114 atoms, in Å:
C 7.4727 -5.7104 2.3721  -0.03
C 7.1532 -4.3694 3.0465  -0.48
C 5.8850 -4.4627 3.8808  -0.03
O 8.2351 -3.8109 3.6983  -0.03
H 8.3118 -5.6215 1.6821  0.08
H 6.6790 -6.0864 1.7265  0.09
H 7.6938 -6.5160 3.0722  0.09
H 6.8571 -3.6383 2.2943  0.14
H 4.9900 -4.3251 3.2741  0.09
H 5.8932 -3.6457 4.6023  0.05
H 5.8720 -5.3961 4.4435  0.08
H 8.9914 -3.8363 3.1077  0.13
C 3.8000 0.9490 3.8477  -0.04
C 3.1582 -0.4144 3.5807  -0.44
C 4.2078 -1.5309 3.3537  -0.06
O 2.2706 -0.8356 4.6477  -0.06
H 4.5503 0.8121 4.6264  0.06
H 3.0668 1.6511 4.2449  0.08
H 4.2704 1.3695 2.9589  0.09
H 2.5969 -0.3312 2.6501  0.14
H 4.7984 -1.5810 4.2685  0.04
H 4.8788 -1.4196 2.5020  0.09
H 3.6771 -2.4708 3.2018  0.08
H 2.8972 -0.9482 5.3661  0.03
C 2.2308 0.3135 11.4771  -0.07
C 1.4022 -0.9442 11.2303  -0.33
O 2.1687 -1.9736 11.7609  -0.09
H 2.2274 0.6754 12.5053  0.08
H 1.8545 1.1759 10.9269  0.05
H 3.2710 0.1916 11.1749  0.07
H 1.2844 -1.2067 10.1789  0.08
H 0.4411 -0.8328 11.7322  0.11
H 1.7909 -2.8154 11.4960  0.03
C 4.7005 -4.5872 12.1897  -0.07
C 4.8553 -5.5347 11.0189  -0.31
O 6.1330 -5.2841 10.4306  -0.09
H 3.7173 -4.7818 12.6181  0.08
H 4.7658 -3.5882 11.7586  0.06
H 5.5022 -4.6150 12.9276  0.08
H 4.0973 -5.4964 10.2366  0.09
H 4.7673 -6.5567 11.3875  0.11
H 6.1391 -5.7571 9.5953  0.01
C -1.8265 -2.5017 9.3191  -0.04
C -0.9624 -1.8684 8.1855  -0.30
O -1.0941 -2.6761 7.0650  -0.08
H -1.7835 -3.5908 9.3326  0.08
H -2.8761 -2.2452 9.1756  0.08
H -1.6027 -1.9962 10.2586  0.07
H 0.1113 -1.8491 8.3720  0.07
H -1.3107 -0.8838 7.8734  0.11
H -0.6541 -2.1739 6.3752  0.10
C 4.1893 2.9618 7.0504  -0.07
C 5.0284 2.0482 7.9708  -0.28
O 5.6390 0.9963 7.2495  -0.11
H 3.4233 2.3921 6.5243  0.03
H 4.7173 3.4640 6.2398  0.08
H 3.6115 3.7588 7.5185  0.08
H 4.4287 1.5888 8.7566  0.10
H 5.7775 2.6548 8.4798  0.11
H 4.9675 0.3494 7.0208  0.03
C 4.2054 -2.9361 7.2659  -0.04
C 3.2112 -2.0145 7.9887  -0.24
O 3.2138 -0.7296 7.3825  -0.10
H 5.2517 -2.6800 7.4328  0.04
H 4.0248 -2.9313 6.1910  0.06
H 4.1204 -3.9156 7.7366  0.08
H 3.5037 -1.8668 9.0283  0.12
H 2.1637 -2.3137 7.9533  0.09
H 2.4797 -0.2013 7.7045  0.04
C 2.9588 -7.4904 8.2960  -0.10
C 2.7003 -8.4765 7.2003  -0.34
O 2.5910 -9.7896 7.6547  -0.05
H 2.1337 -7.4808 9.0083  0.08
H 3.0856 -6.4631 7.9543  0.05
H 3.8772 -7.6557 8.8593  0.06
H 3.5420 -8.4312 6.5093  0.11
H 1.8422 -8.1747 6.5997  0.11
H 3.1812 -10.3386 7.1334  0.09
C 1.1907 -4.6979 5.7238  -0.13
O 0.0161 -5.0641 6.4908  -0.13
H 1.4445 -5.3349 4.8765  0.08
H 1.0457 -3.6902 5.3344  0.07
H 2.0698 -4.5642 6.3542  0.04
H -0.3992 -4.2219 6.6904  0.00
C 6.9076 -1.7512 9.7539  -0.15
O 8.2434 -1.7746 10.2703  -0.10
H 6.1760 -2.0056 10.5208  0.08
H 6.6717 -0.7401 9.4222  0.08
H 6.7130 -2.4381 8.9302  0.03
H 8.3834 -2.6462 10.6474  0.08
C 7.6189 -1.5306 6.0599  0.03
O 8.1829 -2.8122 6.0530  0.24
H 6.6145 -1.4301 5.6484  0.11
H 7.5586 -1.0204 7.0213  0.10
H 8.2778 -0.9776 5.3906  0.17
H 8.1089 -3.1720 5.1660  0.05
C 0.9039 -4.6851 9.5109  -0.12
O 0.7068 -4.1619 10.8314  -0.11
H 0.7903 -3.8850 8.7794  0.05
H 1.9060 -5.0959 9.3878  0.05
H 0.2134 -5.4703 9.2031  0.09
H 0.4237 -4.9103 11.3618  0.10
C 7.1757 -5.5421 7.5123  -0.14
O 6.1881 -6.4844 7.8545  -0.12
H 8.1540 -5.7787 7.9308  0.10
H 7.1983 -5.5014 6.4233  0.06
H 6.8870 -4.5858 7.9484  0.06
H 6.5193 -7.3714 7.6956  0.11
C 0.6788 1.4256 7.0605  -0.11
O 1.0849 0.9549 8.3575  -0.15
H 1.0266 2.4408 6.8696  0.08
H 1.0855 0.7273 6.3290  0.06
H -0.4048 1.3660 6.9580  0.08
H 0.3475 1.0493 8.9649  0.09

Calculated values
molecular weight = 588.858 g/mol
⟨S²⟩ = 0.754
net charge = +1
spin multiplicity = 2
LUMO energy (alpha / beta) = -2.6 / -9.1 eV